38
Properties=species:S:1:pos:R:3:forces:R:3:nbo_charge:R:1 method="wB97M-V/def2-TZVPD" smiles="O=C(O)CCCNS(=O)(=O)c1ccc2c(c1)OCCCO2" homo_ha=-0.3200 homo_lumo_gap_ev=9.44 de_lowest_ev=0.0000 spin_multiplicity=1 charge=0
O 1.965 -2.190 -0.021 -0.195 -0.151 0.036 -0.644
C 3.127 -1.882 0.108 -0.050 -0.448 -0.450 0.830
O 3.721 -1.751 1.282 0.497 0.048 0.529 -0.670
H 3.067 -1.722 1.998 -0.120 -0.031 -0.271 0.509
C 4.075 -1.607 -1.036 0.018 0.218 0.207 -0.520
H 5.060 -1.976 -0.751 -0.031 -0.046 -0.055 0.239
H 3.730 -2.127 -1.932 -0.010 -0.068 0.107 0.222
C 4.161 -0.094 -1.298 -0.120 -0.014 -0.191 -0.412
H 4.231 0.433 -0.345 0.173 0.026 -0.032 0.229
H 5.065 0.114 -1.874 0.018 0.028 0.046 0.217
C 2.963 0.458 -2.081 0.571 0.321 0.018 -0.233
N 1.680 0.295 -1.429 -0.452 0.497 0.621 -0.868
S 1.486 1.164 -0.007 -0.383 -0.372 -0.335 2.309
O 1.928 2.502 -0.261 -0.128 0.167 -0.227 -0.944
O 2.075 0.478 1.117 -0.293 0.031 -0.044 -0.965
C -0.285 1.095 0.136 0.546 -0.019 0.031 -0.352
C -0.866 -0.086 0.548 -0.218 -0.100 0.101 -0.233
C -2.248 -0.198 0.644 0.081 -0.021 -0.091 0.264
C -3.050 0.906 0.301 0.154 0.059 -0.040 0.267
C -2.432 2.087 -0.119 -0.023 -0.206 0.083 -0.250
C -1.059 2.188 -0.202 0.025 0.104 -0.040 -0.164
H -0.573 3.097 -0.517 -0.019 0.165 -0.060 0.243
H -3.071 2.920 -0.365 -0.056 0.097 -0.031 0.231
O -4.404 0.953 0.340 0.317 0.192 0.046 -0.486
C -5.137 -0.233 0.606 -0.392 -0.472 -0.018 -0.066
C -4.721 -1.379 -0.313 0.306 0.197 0.325 -0.476
H -4.433 -0.954 -1.278 -0.098 -0.021 -0.019 0.219
H -5.560 -2.055 -0.478 -0.020 -0.013 -0.042 0.227
C -3.549 -2.161 0.301 -0.262 -0.287 -0.352 -0.057
H -3.920 -2.962 0.946 0.037 0.043 -0.119 0.192
H -2.928 -2.603 -0.490 -0.047 0.014 0.134 0.178
O -2.753 -1.373 1.162 0.161 0.447 0.172 -0.525
H -6.175 0.055 0.426 0.132 -0.064 0.053 0.199
H -5.024 -0.522 1.658 -0.077 0.097 -0.122 0.187
H -0.249 -0.928 0.818 0.024 -0.207 0.089 0.256
H 1.456 -0.678 -1.253 -0.154 -0.175 0.094 0.416
H 2.899 -0.019 -3.064 -0.036 0.084 0.070 0.201
H 3.091 1.534 -2.216 0.126 -0.121 -0.221 0.228